Arrangement a

C5H6N2S | ωB97M-V with the def2-TZVPD basis set

Properties
molecular weight = 126.2 g/mol

Bonds (Å) are listed after each position.
Positions of all 14 atoms, in Å:
1 C -0.3393 -0.5495 1.9648  C2 1.335, C3 1.366, H9 1.201
2 C -0.9170 -1.3026 1.0260  C1 1.335, S8 1.786, H10 1.002
3 C 0.1474 0.7201 1.8364  C1 1.366, N7 1.199
4 C 0.2954 -0.9062 -1.2740  C5 1.413, S8 1.755
5 C 0.3914 -0.7323 -2.6725  C4 1.413, H11 1.118, H12 1.117, H13 1.027
6 N 0.5393 3.0902 1.9305  N7 1.223, H14 1.043
7 N 0.2768 1.9095 1.7518  C3 1.199, N6 1.223
8 S -1.3200 -0.7190 -0.6127  C2 1.786, C4 1.755
9 H -0.1396 -0.9332 3.0854  C1 1.201
10 H -1.0559 -2.2935 1.0769  C2 1.002
11 H 0.8584 0.2829 -2.6937  C5 1.118
12 H 1.1791 -1.2745 -3.2499  C5 1.117
13 H -0.5309 -0.7456 -3.1247  C5 1.027
14 H 0.6150 3.4536 0.9557  N6 1.043

Here are the natural (NBO) charges for atoms 1 to 6, given in e:
1. C -0.26
2. C -0.33
3. C 0.20
4. C -0.15
5. C -0.78
6. N -0.49


Arrangement b

C5H6N2S | ωB97M-V with the def2-TZVPD basis set

Properties
SMILES string = S=C/C=C1\C=CNN1
molecular weight = 126.2 g/mol

Bonds (Å) are listed after each position.
Positions of all 14 atoms, in Å:
1 C -0.0703 -2.5213 -0.1202  C2 1.433, H6 1.090, S14 1.682
2 C -0.8041 -1.2910 -0.1110  C1 1.433, C3 1.389, H7 1.126
3 C -0.2934 -0.0044 0.0088  C2 1.389, C5 1.407, N12 1.356
4 C 1.0731 1.6998 0.1474  C5 1.367, H10 1.090, N13 1.367
5 C 1.0713 0.3366 0.0434  C3 1.407, C4 1.367, H11 1.104
6 H -0.7261 -3.3905 -0.1585  C1 1.090
7 H -1.9203 -1.4242 -0.1759  C2 1.126
8 H -1.9636 1.1532 0.4866  N12 1.039
9 H -0.4856 3.0464 -0.3121  N13 1.045
10 H 1.9271 2.3687 0.2533  C4 1.090
11 H 1.9092 -0.3681 -0.0986  C5 1.104
12 N -1.0792 1.0994 -0.0565  C3 1.356, H8 1.039, N13 1.391
13 N -0.2130 2.1630 0.1746  C4 1.367, H9 1.045, N12 1.391
14 S 1.5749 -2.8676 -0.0813  C1 1.682

Here are the natural (NBO) charges for atoms 1 to 6, given in e:
1. C -0.25
2. C -0.42
3. C 0.22
4. C 0.04
5. C -0.34
6. H 0.19


Consider the structures shown above. The most stable of them is arrangement b.